(1)
Molecular formula: C11H18BF2NO8S2Ta
Method: DFT, ωB97M-V/def2-TZVPD

Computed properties:
lowest unoccupied orbital energy (spin up / spin down)	-0.22 / -0.23	eV
spin multiplicity	2
⟨S²⟩	0.754
HOMO-LUMO gap (spin up / spin down)	0.25413 / 0.26167	Ha
E_HOMO (spin up / spin down)	-7.137 / -7.349	eV
net charge	0

Geometry (Å):
1 Ta 0.01 0.18 -1.27
2 C 1.84 2.94 -2.29
3 O 0.70 2.52 -1.55
4 C 0.52 3.25 -0.34
5 C -0.71 2.71 0.35
6 O -0.50 1.29 0.53
7 C -1.43 0.65 1.47
8 C -1.09 0.99 2.89
9 O 0.21 0.54 3.18
10 C 0.57 0.78 4.52
11 H 1.75 4.00 -2.54
12 H 1.86 2.36 -3.21
13 H 2.76 2.76 -1.73
14 H 0.37 4.31 -0.57
15 H 1.40 3.14 0.29
16 H -1.62 2.85 -0.24
17 H -0.81 3.18 1.33
18 H -1.34 -0.42 1.28
19 H -2.44 0.97 1.19
20 H -1.83 0.47 3.53
21 H -1.19 2.06 3.10
22 H -0.10 0.24 5.21
23 H 0.52 1.85 4.76
24 H 1.59 0.42 4.66
25 O 0.81 -1.15 0.03
26 N 1.21 -2.35 -0.44
27 C 1.11 -3.39 0.40
28 C 1.49 -4.64 -0.02
29 C 1.96 -4.80 -1.32
30 C 2.03 -3.71 -2.16
31 C 1.62 -2.45 -1.72
32 S 1.61 -1.02 -2.69
33 H 0.71 -3.15 1.37
34 H 1.40 -5.47 0.66
35 H 2.25 -5.78 -1.68
36 H 2.36 -3.81 -3.19
37 O -3.70 0.89 -3.29
38 S -3.00 0.75 -2.06
39 O -3.39 1.60 -0.96
40 O -3.00 -0.71 -1.59
41 O -1.48 1.02 -2.29
42 F -1.85 -2.05 -0.04
43 B -1.70 -1.44 -1.30
44 F -1.48 -2.42 -2.27



(2)
Molecular formula: C3H2N2O3
Method: DFT, ωB97M-V/def2-TZVPD

Computed properties:
lowest unoccupied orbital energy	-0.31	eV
HOMO-LUMO gap	0.39755	Ha
E_HOMO	-11.130	eV
net charge	0

Geometry (Å):
1 C -1.25 -0.40 -0.02
2 C -0.16 1.62 -0.15
3 C 1.23 -0.33 -0.03
4 H -0.15 2.72 -0.24
5 H 1.96 1.59 0.68
6 N -1.30 1.07 -0.20
7 N 1.05 1.00 0.33
8 O -2.25 -1.04 0.23
9 O 2.31 -0.94 -0.08
10 O 0.07 -1.03 -0.17



(3)
Molecular formula: C10H19NOS
Method: DFT, ωB97M-V/def2-TZVPD

Computed properties:
lowest unoccupied orbital energy	0.64	eV
HOMO-LUMO gap	0.36855	Ha
E_HOMO	-9.387	eV
net charge	0

Geometry (Å):
1 C -2.19 -0.75 3.98
2 C -1.56 -0.52 2.61
3 C -1.16 -1.83 1.94
4 C -0.46 -1.70 0.58
5 C 0.57 -0.58 0.48
6 C 1.30 -0.56 -0.87
7 C 0.53 0.13 -2.02
8 C -0.45 1.17 -1.52
9 O -1.63 1.01 -1.23
10 N 0.23 2.38 -1.38
11 C 1.39 2.40 -2.29
12 C 1.38 1.01 -2.96
13 S 3.00 0.31 -3.37
14 H -1.48 -1.23 4.66
15 H -3.07 -1.40 3.90
16 H -2.51 0.19 4.45
17 H -2.28 0.00 1.96
18 H -0.68 0.12 2.73
19 H -2.08 -2.42 1.80
20 H -0.54 -2.42 2.63
21 H -1.22 -1.58 -0.21
22 H 0.05 -2.65 0.36
23 H 1.32 -0.73 1.28
24 H 0.11 0.39 0.67
25 H 1.51 -1.59 -1.18
26 H 2.28 -0.08 -0.75
27 H -0.02 -0.61 -2.59
28 H -0.39 3.17 -1.46
29 H 2.31 2.61 -1.75
30 H 1.26 3.17 -3.06
31 H 0.82 1.11 -3.90
32 H 3.65 1.47 -3.49



ΔE to the lowest compared entry with this formula, charge and spin list, top to bottom, in kcal/mol: 51.25 33.69 0.00